C33H34BCl3F3O15S | ωB97M-V/def2-TZVPD

Positions of all 90 atoms, in Å:
C -5.04062 0.56089 -0.19444
C -4.54408 1.34035 -1.37884
Cl -5.05661 2.97841 -1.40956
C -3.75435 0.83721 -2.32480
Cl -3.34062 -0.85354 -2.09249
C -3.20682 1.55180 -3.58289
C -3.00967 0.39891 -4.62755
C -2.82044 0.84645 -6.05055
O -3.59690 0.54581 -6.91099
O -4.14310 2.37254 -4.20005
B -3.67523 3.73220 -4.43241
C -3.39787 4.11561 -6.01915
C -4.57256 3.95089 -6.92012
O -5.45636 3.20331 -6.80686
Cl -4.52653 5.07017 -8.38867
S -4.81065 5.20255 -3.81726
C -3.97284 5.94951 -2.40672
O -6.14830 4.77901 -3.42221
O -4.86165 6.26906 -4.81631
O -2.35602 3.73439 -3.80179
C -1.91163 2.46880 -3.30901
C -1.54901 2.81495 -1.83978
C -0.41552 2.06044 -1.17672
C 0.63634 2.78863 -0.61537
C 1.69122 2.17259 0.04501
C 1.71934 0.78865 0.16762
C 0.68611 0.04168 -0.40055
C 0.74175 -1.46540 -0.29937
C -0.36539 0.67599 -1.05084
C -0.66252 2.16298 -4.14568
C -0.06704 3.15620 -4.92500
C 1.05000 2.88153 -5.70891
C 1.63128 1.62013 -5.73452
C 1.07280 0.62958 -4.92908
C -0.05054 0.90578 -4.16321
H -5.84133 1.11162 0.28628
H -4.22987 0.37237 0.50172
H -5.47161 -0.37002 -0.55327
H -3.92714 -0.17944 -4.62186
H -2.18726 -0.26789 -4.38652
H -1.91371 1.41126 -6.31956
H -2.63243 3.45456 -6.42994
H -2.99743 5.11849 -6.12240
H -3.30700 6.72981 -2.75554
H -3.35085 5.20720 -1.91200
H -4.70002 6.30504 -1.68319
H -2.40866 2.76440 -1.17616
H -1.24627 3.85531 -1.87660
H 0.62451 3.86877 -0.67979
H 2.45918 2.79817 0.47702
H 2.53029 0.30958 0.69506
H -0.16727 -1.88161 0.13023
H 0.85044 -1.85687 -1.31334
H 1.61382 -1.78205 0.26748
H -1.15577 0.06517 -1.46224
H -0.45074 4.16173 -4.94971
H 1.47663 3.65837 -6.32799
H 2.48804 1.42104 -6.35870
H 1.51913 -0.35485 -4.90120
H -0.46132 0.10822 -3.56516
C 2.24107 -2.72897 5.11537
C 1.09339 -3.31404 4.32978
O 1.21809 -2.66029 3.07455
C 2.53472 -2.35737 2.90980
O 3.03113 -2.04861 1.87628
O 3.20266 -2.47163 4.07972
F -0.10857 -3.00928 4.87251
H 1.96850 -1.79369 5.60222
H 2.64416 -3.40503 5.84753
H 1.15157 -4.39362 4.17854
C 5.85666 -6.39711 4.67980
C 4.77689 -5.42747 4.26047
O 4.85364 -4.43515 5.26392
C 6.14130 -4.41335 5.71717
O 6.61313 -3.54574 6.36777
O 6.80107 -5.53027 5.31612
F 3.54371 -5.99662 4.29435
H 5.48351 -7.12441 5.40275
H 6.31095 -6.92218 3.84409
H 4.93101 -4.96439 3.28447
C 4.26036 -3.85202 10.26775
C 3.93628 -5.24431 9.77907
O 2.69506 -5.05447 9.12177
C 2.67190 -3.76669 8.67419
O 1.91441 -3.34366 7.86606
O 3.64519 -3.03900 9.26505
F 3.77169 -6.11860 10.80065
H 3.80054 -3.64913 11.23582
H 5.32720 -3.65452 10.32682
H 4.65947 -5.65482 9.07204

Results
* total charge: -1
* HOMO-LUMO gap: 6.490 eV
* molar mass: 876.852 g mol⁻¹

=====

C33H34ClNOPPtS | ωB97M-V/def2-TZVPD

Positions of all 73 atoms, in Å:
Pt 0.33016 1.24687 -0.83456
C -0.87640 2.17642 5.50312
C -1.14510 0.83199 5.28087
C -0.91715 0.26957 4.03352
C -0.38474 1.05655 3.01407
C -0.14292 2.41521 3.22725
C -0.38903 2.96970 4.47301
P 0.09896 0.33563 1.42784
C -0.66747 -1.31534 1.42457
C 0.04068 -2.44529 1.82728
C -0.61761 -3.65724 1.99124
C -1.97301 -3.76215 1.71493
C -2.67323 -2.65117 1.25990
C -2.02700 -1.43100 1.12348
C 1.86216 0.00487 1.70384
C 2.32141 -0.38697 2.93767
C 3.69053 -0.65010 3.14360
C 4.57854 -0.46286 2.12185
C 4.14284 -0.02047 0.85144
C 5.05581 0.24951 -0.19623
C 4.60942 0.69253 -1.40422
C 3.22284 0.89507 -1.61936
C 2.32086 0.64759 -0.62543
C 2.75599 0.18963 0.63164
H -1.05549 2.60611 6.48038
H -1.52915 0.21282 6.08088
H -1.13120 -0.77873 3.86864
H 0.24056 3.02789 2.42285
H -0.20149 4.02231 4.63975
H 1.10022 -2.38553 2.03278
H -0.06839 -4.51720 2.35355
H -2.48391 -4.70730 1.85411
H -3.72852 -2.72844 1.02901
H -2.58314 -0.56531 0.79078
H 1.63184 -0.49808 3.76624
H 4.02857 -0.98351 4.11595
H 5.63792 -0.63639 2.27619
H 6.11591 0.11650 -0.01438
H 5.30687 0.90504 -2.20502
H 2.90504 1.26380 -2.58142
C 0.96549 0.76874 -4.12958
N 0.02559 1.41993 -3.21532
C 0.06110 2.89345 -3.34739
C -1.32991 0.88307 -3.44504
C -2.26645 1.21921 -2.33638
C -3.62179 1.43426 -2.57108
C -4.47452 1.74804 -1.52210
C -3.97357 1.86565 -0.23224
C -2.62483 1.62961 0.01003
C -1.76572 1.29553 -1.04373
H 0.58092 0.79062 -5.15433
H 1.10662 -0.26492 -3.82363
H 1.92417 1.27630 -4.12018
H -0.26866 3.20345 -4.34698
H 1.07360 3.25268 -3.17850
H -0.59525 3.35091 -2.61125
H -1.23441 -0.19978 -3.51830
H -1.71996 1.25189 -4.40113
H -4.00665 1.35843 -3.58244
H -5.52670 1.91555 -1.71394
H -4.62532 2.15029 0.58475
H -2.25578 1.73668 1.02139
Cl 0.77046 3.35129 0.05217
C 0.85238 -3.58372 -2.43668
S -0.17898 -2.52900 -1.42271
C -1.70422 -2.78090 -2.33595
O 0.25658 -1.11836 -1.74943
H 0.79323 -3.28715 -3.48339
H 0.50678 -4.61102 -2.30407
H 1.87351 -3.49094 -2.06996
H -2.09148 -3.77134 -2.09069
H -1.52566 -2.69496 -3.40808
H -2.40272 -2.01600 -1.99544

Results
* total charge: +1
* HOMO-LUMO gap: 5.712 eV
* energy above the lowest of the compared OMol25 structures with the same formula, charge and spin: 276.6 kJ/mol
* molar mass: 754.213 g mol⁻¹

=====

C33H34F4NOSi | ωB97M-V/def2-TZVPD

Positions of all 74 atoms, in Å:
F -4.13778 4.41362 -3.53275
C -3.76635 3.09127 -3.40273
C -4.40743 2.13143 -4.18330
C -4.09280 0.79657 -3.92142
F -4.72508 -0.18592 -4.64606
C -3.15490 0.42519 -2.96948
C -2.30725 1.42855 -2.42655
C -0.95008 1.13877 -2.04671
C 0.11361 1.49973 -2.89822
C 1.30160 0.70243 -2.96331
C 2.36300 1.15988 -3.73454
F 3.56617 0.48358 -3.64827
C 2.28405 2.29007 -4.55383
C 1.05099 2.94146 -4.62110
F 0.84619 3.90540 -5.57205
C -0.00235 2.61402 -3.77866
C -2.78013 2.77473 -2.48219
H -5.14940 2.40497 -4.92490
H -2.96110 -0.61504 -2.74004
H -0.71832 0.41535 -1.27022
H 1.33315 -0.24828 -2.42386
H 3.12259 2.62189 -5.13703
H -0.91915 3.19217 -3.82230
H -2.27530 3.57439 -1.93325
C 0.92227 -2.64486 -1.59391
Si 1.88883 -2.02730 -0.11584
C 2.35975 -3.40529 1.04446
C 3.36949 -0.98277 -0.54567
O 0.80749 -0.99584 0.60506
C 0.34769 -0.56816 1.86424
C -0.82837 -1.45637 2.32452
C -1.48033 -2.30854 1.43205
C -2.54881 -3.09751 1.87515
C -2.94410 -3.05785 3.20985
C -2.30809 -2.18941 4.10377
C -1.28943 -1.34422 3.65113
C 1.52547 -0.63939 2.86726
C 1.60778 -1.64904 3.84137
C 2.71357 -1.74048 4.69764
C 3.85145 -0.97745 4.45546
C 3.82117 -0.05395 3.40847
C 2.64905 0.16914 2.67315
C -0.23922 0.84913 1.68316
C -1.76917 0.94839 1.42627
C -1.93774 2.35889 0.83936
C -0.51881 2.82330 0.49007
N 0.25652 1.58926 0.56224
H 1.54712 -2.78543 -2.48790
H 0.52243 -3.63460 -1.33174
H 0.08274 -1.98901 -1.84808
H 2.84357 -4.16709 0.40983
H 3.07435 -3.06700 1.81240
H 1.48495 -3.86007 1.53183
H 3.98946 -1.54265 -1.25661
H 3.10588 -0.02966 -1.02108
H 3.98494 -0.77881 0.33862
H -1.14929 -2.34417 0.39842
H -3.05199 -3.74194 1.15868
H -3.76034 -3.70101 3.55316
H -2.60108 -2.15326 5.15557
H -0.83489 -0.61542 4.33332
H 0.81449 -2.38849 3.95752
H 2.68836 -2.44405 5.53125
H 4.74248 -1.07398 5.08765
H 4.71940 0.50248 3.14153
H 2.62524 0.96466 1.92758
H -0.02430 1.42268 2.61630
H -2.05393 0.18181 0.68608
H -2.35764 0.78224 2.33097
H -2.56218 2.34940 -0.05457
H -2.38546 3.01818 1.58954
H -0.41110 3.29621 -0.48821
H -0.18903 3.55183 1.25157
H 1.26542 1.69129 0.50987

Results
* total charge: +1
* HOMO-LUMO gap: 4.877 eV
* energy above the lowest of the compared OMol25 structures with the same formula, charge and spin: 0.0 kJ/mol
* molar mass: 564.719 g mol⁻¹